{
  "formula": "C3H4S",
  "method": "ωB97M-V/def2-TZVPD",
  "elements": ["C", "C", "C", "H", "H", "H", "H", "S"],
  "coordinates": [[0.66705, -0.53983, 0.29591], [-0.00008, 0.32691, -0.55727], [-0.75645, 0.81846, -1.41544], [-0.66643, 0.79168, 1.64387], [0.49651, -1.69239, -0.12309], [1.69655, -0.20753, 0.67506], [-1.31334, 0.95396, -2.56834], [-0.12380, -0.45125, 2.04928]],
  "homo_ev": -9.207,
  "multiplicity": 1,
  "charge": 0,
  "smiles": "C#CCS",
  "e_lumo_ev": 0.6752,
  "de_lowest_ev": 2.495,
  "homo_lumo_gap_ev": 9.9
}

=====

{
  "formula": "C3H4S",
  "method": "ωB97M-V/def2-TZVPD",
  "elements": ["C", "C", "C", "S", "H", "H", "H", "H"],
  "coordinates": [[1.14011, -0.19406, -1.18758], [0.08024, 0.08870, -0.51061], [-0.81137, -0.15072, 1.12736], [0.23147, 1.22319, -1.97150], [2.09139, -0.52189, -1.24559], [-1.14860, 0.93900, 1.13899], [0.03046, -0.53774, 1.65595], [-1.61370, -0.84648, 0.99296]],
  "homo_ev": [-4.906, -10.292],
  "multiplicity": 3,
  "charge": 0,
  "e_lumo_ev": [1.0074, -1.4553],
  "de_lowest_ev": 2.266,
  "homo_lumo_gap_ev": [5.9, 8.8]
}

=====

{
  "formula": "C3H4S2",
  "method": "ωB97M-V/def2-TZVPD",
  "elements": ["C", "C", "C", "S", "S", "H", "H", "H", "H"],
  "coordinates": [[1.56992, 1.01979, -0.30584], [1.11395, 0.01511, 0.15344], [0.31447, -1.06642, 0.52505], [-2.11693, 0.97348, 0.20563], [-1.67539, -0.87921, -0.22055], [2.18874, 1.71768, -0.78735], [0.26511, -1.16024, 1.53937], [0.27217, -2.03151, 0.02650], [-1.93203, 1.41134, -1.13624]],
  "homo_ev": -8.819,
  "multiplicity": 1,
  "charge": 0,
  "smiles": "C#CCSS",
  "e_lumo_ev": 0.2459,
  "de_lowest_ev": 2.388,
  "homo_lumo_gap_ev": 9.1
}

=====

{
  "formula": "C3H4S2",
  "method": "ωB97M-V/def2-TZVPD",
  "elements": ["C", "C", "C", "S", "S", "H", "H", "H", "H"],
  "coordinates": [[0.48445, 0.40843, -1.72776], [1.14971, -0.11944, -0.91409], [1.77044, -0.83258, 0.13174], [-2.73978, 0.81261, 0.69679], [0.98167, -1.27641, 1.50468], [-0.10775, 1.07143, -2.37194], [2.95455, -0.99729, 0.03968], [-3.03256, 0.56887, 1.94380], [-1.46073, 0.36436, 0.69711]],
  "homo_ev": [-9.324, -9.324],
  "multiplicity": 1,
  "charge": 0,
  "smiles": "C#CC=S.S",
  "e_lumo_ev": [-1.2972, -1.2975],
  "de_lowest_ev": 2.609,
  "homo_lumo_gap_ev": [8.0, 8.0]
}

=====

{
  "formula": "C3H4S2",
  "method": "ωB97M-V/def2-TZVPD",
  "elements": ["C", "C", "C", "S", "S", "H", "H", "H", "H"],
  "coordinates": [[-0.79651, 1.26570, 0.14368], [0.35106, 0.39597, 0.03510], [0.32935, -1.09764, -0.03673], [-2.31832, 0.69567, -0.01449], [1.96408, 1.13830, 0.03156], [-0.70694, 2.37939, 0.00082], [0.81576, -1.45770, 0.81010], [-0.55815, -1.67180, -0.10106], [0.91968, -1.64791, -0.86899]],
  "homo_ev": [-9.155, -9.153],
  "multiplicity": 1,
  "charge": 0,
  "smiles": "CC(=S)C=S",
  "e_lumo_ev": [-2.3594, -2.3605],
  "de_lowest_ev": 1.592,
  "homo_lumo_gap_ev": [6.8, 6.8]
}

=====

{
  "formula": "C3H4S2",
  "method": "ωB97M-V/def2-TZVPD",
  "elements": ["C", "C", "C", "H", "H", "H", "H", "S", "S"],
  "coordinates": [[0.09745, -1.35086, 0.15094], [-0.79563, 1.32773, 0.13573], [0.62520, 1.18567, 0.00293], [0.17524, -2.33386, -0.50801], [-0.04108, -1.85622, 1.15653], [-1.33156, 2.25254, 0.14102], [1.26732, 2.01370, 0.07378], [-1.43151, -0.29705, -0.09881], [1.45450, -0.14366, -0.06375]],
  "homo_ev": -7.250,
  "multiplicity": 1,
  "charge": 0,
  "smiles": "C1=CSCS1",
  "e_lumo_ev": 0.7796,
  "de_lowest_ev": 1.534,
  "homo_lumo_gap_ev": 8.0
}

=====

{
  "formula": "C3H4S2",
  "method": "ωB97M-V/def2-TZVPD",
  "elements": ["C", "C", "C", "H", "H", "H", "H", "S", "S"],
  "coordinates": [[1.21174, 0.26866, 0.56753], [0.00746, 0.79204, -0.27202], [-1.12187, -0.35722, -0.20744], [0.99145, 0.27572, 1.72806], [-0.16619, 1.86369, -0.18180], [0.32013, 0.85061, -1.39327], [-0.54845, -1.24939, -0.64714], [2.69677, -0.24956, -0.08296], [-2.77058, -0.12303, 0.08083]],
  "homo_ev": -9.024,
  "multiplicity": 1,
  "charge": 0,
  "smiles": "S=CCC=S",
  "e_lumo_ev": -1.3168,
  "de_lowest_ev": 2.164,
  "homo_lumo_gap_ev": 7.7
}

=====

{
  "formula": "C3H4S2",
  "method": "ωB97M-V/def2-TZVPD",
  "elements": ["C", "C", "C", "S", "S", "H", "H", "H", "H"],
  "coordinates": [[0.57150, 0.72478, 0.61151], [-0.64535, -0.04191, 0.15447], [-0.80841, -0.63475, -1.19896], [1.91703, -0.50821, 0.53535], [0.02464, -1.68463, -0.25343], [0.89717, 1.48273, 0.02619], [0.45116, 1.05636, 1.69839], [-1.61316, -0.14999, 0.73878], [-0.79457, -0.24440, -2.31230]],
  "homo_ev": [-6.250, -8.623],
  "multiplicity": 3,
  "charge": 0,
  "e_lumo_ev": [0.5258, -1.9538],
  "de_lowest_ev": 1.939,
  "homo_lumo_gap_ev": [6.8, 6.7]
}

=====

{
  "formula": "C3H4S3",
  "method": "ωB97M-V/def2-TZVPD",
  "elements": ["C", "C", "C", "H", "H", "H", "H", "S", "S", "S"],
  "coordinates": [[0.43628, -0.88295, 0.52922], [-0.47303, -0.13035, -0.34210], [-0.52112, 1.28133, 0.12150], [1.58833, -1.24022, -1.57084], [-0.59123, -0.32754, -1.40481], [-0.37831, 2.15805, -0.51174], [-0.06187, 1.51860, 1.07094], [1.66088, -1.84331, -0.31858], [0.47695, -0.99109, 2.15641], [-2.13687, 0.45748, 0.27000]],
  "homo_ev": -8.886,
  "multiplicity": 1,
  "charge": 0,
  "smiles": "S=C(S)[C@@H]1CS1",
  "e_lumo_ev": -0.5941,
  "de_lowest_ev": 1.394,
  "homo_lumo_gap_ev": 8.3
}

=====

{
  "formula": "C3H4S3",
  "method": "ωB97M-V/def2-TZVPD",
  "elements": ["C", "C", "C", "S", "S", "S", "H", "H", "H", "H"],
  "coordinates": [[0.89015, -0.19806, 1.91471], [0.29465, -0.49277, 0.90560], [-0.41288, -0.94223, -0.23785], [0.53726, -1.26359, -1.71609], [-2.02678, -1.20982, -0.48940], [-0.91910, 2.53105, -0.66565], [1.52797, -0.01222, 2.78602], [1.75198, -1.40897, -1.05832], [-0.47771, 1.41096, 0.10185], [-1.16554, 1.58566, -1.54089]],
  "homo_ev": [-7.388, -9.337],
  "multiplicity": 3,
  "charge": 0,
  "e_lumo_ev": [0.5703, -3.0641],
  "de_lowest_ev": 1.653,
  "homo_lumo_gap_ev": [8.0, 6.3]
}

=====

{
  "formula": "C3H5BInO5",
  "method": "ωB97M-V/def2-TZVPD",
  "elements": ["C", "C", "O", "C", "O", "O", "B", "O", "O", "H", "H", "H", "H", "H", "In"],
  "coordinates": [[-1.47401, -0.12762, -0.60560], [-0.82888, -1.14421, -1.47821], [0.37943, -1.40998, -1.46482], [1.20391, -0.46386, -0.61084], [1.35887, 0.63572, -0.98620], [1.51864, -1.05410, 0.47620], [1.10408, -0.25181, 1.59824], [-0.24624, 0.19022, 1.52071], [1.89798, 0.06079, 2.60722], [-1.65931, 0.92393, -1.02422], [-1.78284, -0.32806, 0.43406], [-1.44966, -1.70101, -2.20848], [-0.22860, 1.16336, 1.59293], [2.55467, 0.74836, 2.39594], [-2.30394, 2.83321, -2.30037]],
  "homo_ev": -23.303,
  "multiplicity": 1,
  "charge": 3,
  "e_lumo_ev": -17.2671,
  "homo_lumo_gap_ev": 6.0
}

=====

{
  "formula": "C3H5BO4",
  "method": "ωB97M-V/def2-TZVPD",
  "elements": ["B", "C", "C", "C", "O", "O", "O", "O", "H", "H", "H", "H", "H"],
  "coordinates": [[1.66541, 0.46562, 0.07633], [-1.00373, -0.03474, 0.11679], [0.14060, 0.38498, -0.39361], [-2.13616, 0.13810, -0.88086], [-0.19646, 0.87071, -1.79871], [-1.58849, 1.06390, -1.75394], [1.96998, -0.52838, 0.96285], [2.60051, 1.46838, -0.32467], [-1.07111, -0.71874, 0.89711], [-2.21758, -0.93774, -1.26264], [-3.10827, 0.47762, -0.43127], [2.93690, -0.44056, 1.17250], [3.29520, 1.33050, 0.32660]],
  "homo_ev": -8.749,
  "multiplicity": 1,
  "charge": 0,
  "smiles": "OB(O)C1=CCOO1",
  "e_lumo_ev": 0.0682,
  "de_lowest_ev": 1.697,
  "homo_lumo_gap_ev": 8.8
}

=====

Number 1: E -14007.08423 eV. Number 2: E -14004.09990 eV. Number 3: E -24843.25341 eV. Number 4: E -24843.03210 eV. Number 5: E -24844.04911 eV. Number 6: E -24844.10728 eV. Number 7: E -24843.47732 eV. Number 8: E -24840.75626 eV. Number 9: E -35680.08157 eV. Number 10: E -35676.63088 eV. Number 11: E -19243.63596 eV. Number 12: E -12056.76932 eV.